# 1
{
  "formula": "C5H8N2",
  "method": "wB97M-V/def2-TZVPD",
  "total_energy_ha": -304.8127,
  "smiles": "Cc1cnn(C)c1",
  "e_above_lowest_kj_mol": 59.88,
  "species": ["H", "C", "C", "H", "C", "H", "H", "H", "N", "C", "H", "C", "H", "N", "H"],
  "positions_angstrom": [[-0.178, -1.607, -0.814], [0.464, 1.082, 0.919], [-0.087, -0.695, -0.236], [-2.610, 0.446, -1.229], [2.454, -0.222, -0.167], [-2.750, -1.192, -0.537], [3.124, 0.267, 0.547], [2.704, -1.286, -0.201], [-0.861, 1.065, 0.912], [1.018, 0.004, 0.194], [2.661, 0.202, -1.158], [-2.523, -0.147, -0.312], [-3.221, 0.240, 0.429], [-1.183, -0.033, 0.214], [0.988, 1.875, 1.438]],
  "forces_ev_per_angstrom": [[0.00, 0.21, 0.03], [0.08, 0.10, 0.01], [0.00, 0.07, -0.01], [-0.06, -0.09, 0.11], [0.07, -0.03, 0.01], [0.04, 0.14, 0.08], [-0.09, -0.10, -0.08], [-0.01, 0.13, 0.02], [0.16, -0.10, -0.10], [-0.10, 0.06, -0.04], [0.04, -0.09, 0.18], [-0.15, -0.06, 0.00], [0.05, -0.09, -0.06], [0.04, -0.03, -0.11], [-0.06, -0.11, -0.04]]
}


# 2
{
  "formula": "C5H8N2",
  "method": "wB97M-V/def2-TZVPD",
  "total_energy_ha": -304.7332,
  "smiles": "C[C@H]1[C@@H](C#N)N1C",
  "e_above_lowest_kj_mol": 268.53,
  "species": ["H", "C", "N", "N", "H", "H", "C", "H", "H", "H", "H", "C", "H", "C", "C"],
  "positions_angstrom": [[0.607, 1.649, -0.383], [1.160, 0.279, 1.306], [-0.626, -0.131, -0.342], [1.479, -2.659, -0.971], [0.901, -0.700, 1.752], [-2.370, -0.314, 0.762], [0.361, -0.327, -1.317], [-2.687, 0.409, -0.822], [0.839, 1.001, 2.080], [2.237, 0.322, 1.243], [0.235, 0.055, -2.349], [1.016, -1.625, -1.209], [-1.702, 1.287, 0.360], [0.528, 0.586, -0.046], [-1.949, 0.325, -0.031]],
  "forces_ev_per_angstrom": [[-0.26, -0.58, 0.41], [0.29, -0.19, 0.28], [-0.34, -0.44, 0.59], [-0.29, 1.02, -0.42], [-0.04, 0.28, -0.82], [0.01, 0.28, -0.27], [0.10, -0.16, 0.19], [0.18, -0.05, -0.43], [0.07, 0.03, -0.61], [0.46, 0.12, 0.12], [0.40, 0.17, 0.70], [0.24, -1.21, 0.20], [-0.90, 0.97, 0.51], [0.25, 0.22, -0.47], [-0.15, -0.45, 0.01]]
}


# 3
{
  "formula": "C5H8N2",
  "method": "wB97M-V/def2-TZVPD",
  "total_energy_ha": -304.7889,
  "smiles": "N#C[C@H](N)C1CC1",
  "e_above_lowest_kj_mol": 122.36,
  "species": ["H", "C", "N", "C", "H", "H", "H", "H", "C", "H", "H", "C", "N", "H", "C"],
  "positions_angstrom": [[-1.876, 0.978, -1.442], [0.940, -0.364, 0.248], [0.848, 1.437, 2.177], [-1.364, 0.737, -0.518], [-1.200, 1.577, 0.153], [-1.676, -0.617, 1.195], [2.134, 0.790, -0.941], [1.034, -1.348, 0.727], [-1.655, -0.593, 0.107], [-0.180, -0.827, -1.548], [2.947, -0.300, -0.054], [0.866, 0.633, 1.344], [2.106, -0.168, -0.605], [-2.359, -1.263, -0.374], [-0.340, -0.365, -0.574]],
  "forces_ev_per_angstrom": [[0.11, 0.04, 0.09], [-0.16, -0.07, 0.02], [-0.01, -0.79, -0.81], [-0.03, 0.20, -0.13], [0.02, -0.17, -0.14], [0.10, -0.07, -0.18], [-0.06, -0.08, -0.06], [0.05, 0.15, -0.11], [-0.16, -0.13, 0.10], [-0.08, 0.00, 0.29], [0.05, -0.02, -0.08], [0.00, 0.70, 0.85], [0.10, 0.14, 0.14], [0.02, 0.11, 0.07], [0.07, -0.02, -0.05]]
}


# 4
{
  "formula": "C5H8N2",
  "method": "wB97M-V/def2-TZVPD",
  "total_energy_ha": -304.6797,
  "e_above_lowest_kj_mol": 408.92,
  "species": ["C", "C", "N", "H", "N", "H", "H", "H", "C", "H", "H", "C", "H", "H", "C"],
  "positions_angstrom": [[0.876, -1.021, 1.718], [1.509, 0.902, 1.415], [1.001, 0.119, 2.377], [0.948, -1.425, -1.636], [0.937, -1.717, -0.671], [0.733, -1.985, 2.198], [1.331, 1.141, -0.800], [-2.230, 0.336, -1.355], [-2.172, 1.336, -0.917], [1.436, -2.573, -0.483], [-1.491, 1.955, -1.507], [0.909, -0.751, 0.290], [-3.166, 1.791, -0.913], [-1.792, 1.261, 0.104], [1.060, 0.643, 0.121]],
  "forces_ev_per_angstrom": [[-0.09, -0.11, 0.09], [-0.14, 0.19, -0.05], [0.13, -0.14, -0.10], [-0.01, -0.03, 0.14], [0.09, 0.03, -0.04], [0.01, 0.14, -0.08], [-0.05, -0.06, 0.15], [0.00, 0.14, 0.06], [0.00, 0.01, 0.01], [-0.10, 0.10, 0.01], [-0.11, -0.09, 0.08], [0.00, 0.00, -0.08], [0.14, -0.08, -0.01], [-0.07, 0.01, -0.15], [0.19, -0.13, -0.03]]
}


# 5
{
  "formula": "C5H8N2",
  "method": "wB97M-V/def2-TZVPD",
  "total_energy_ha": -304.7094,
  "smiles": "C1=NC[C@H]2C[C@@H]2N1",
  "e_above_lowest_kj_mol": 331.18,
  "species": ["H", "C", "H", "N", "H", "C", "N", "C", "H", "H", "H", "C", "C", "H", "H"],
  "positions_angstrom": [[2.402, 0.947, -0.295], [0.260, 0.937, 0.025], [-1.127, -0.994, 1.443], [0.636, -1.620, 0.534], [-1.326, 1.918, -1.298], [-0.847, -1.175, 0.439], [1.540, 0.387, -0.423], [-1.108, 1.464, -0.337], [-1.662, 1.862, 0.545], [0.288, 0.977, 1.128], [-0.862, -0.482, -1.470], [-0.869, 0.013, -0.445], [1.605, -0.890, 0.070], [-1.487, -2.045, -0.032], [2.557, -1.299, 0.116]],
  "forces_ev_per_angstrom": [[-0.96, -0.54, -0.17], [0.27, -0.96, 0.70], [-0.65, 0.04, 1.07], [-0.26, 0.22, -0.95], [-0.04, 0.23, 0.20], [0.72, -1.83, -0.79], [-0.08, 2.31, -0.72], [-0.59, 0.74, -0.55], [0.60, -0.12, -0.88], [-0.08, -0.33, -0.41], [0.64, 1.77, 0.84], [0.36, -1.38, -0.56], [-3.20, -0.84, 0.96], [1.42, 1.44, 1.20], [1.83, -0.75, 0.06]]
}


# 6
{
  "formula": "C5H8N2",
  "method": "wB97M-V/def2-TZVPD",
  "total_energy_ha": -304.7428,
  "smiles": "C[C@H]1CN1CC#N",
  "e_above_lowest_kj_mol": 243.46,
  "species": ["H", "H", "H", "H", "C", "H", "N", "C", "C", "C", "H", "N", "H", "C", "H"],
  "positions_angstrom": [[-0.688, -0.827, -1.396], [0.296, 1.322, -1.229], [-1.979, -1.823, 0.587], [2.030, 1.359, 0.557], [1.785, 0.279, 0.616], [-0.842, 1.840, 0.139], [2.733, -0.979, -1.460], [-0.302, 1.046, -0.354], [-2.050, -0.764, 0.325], [2.425, -0.411, -0.501], [-2.979, -0.640, -0.253], [0.316, 0.130, 0.550], [2.196, -0.020, 1.595], [-0.799, -0.334, -0.417], [-2.144, -0.178, 1.241]],
  "forces_ev_per_angstrom": [[0.79, -0.06, 0.67], [-0.14, 0.23, 0.17], [-0.01, 0.11, 0.06], [-0.26, -0.51, -0.13], [-0.19, -0.22, -0.14], [-0.37, 0.31, -0.25], [-0.06, 0.48, 0.81], [-0.33, 0.59, -0.13], [0.18, -0.03, 0.14], [0.27, -0.63, -0.98], [0.48, 0.10, -0.10], [-0.34, 0.25, 0.13], [-0.33, -0.40, -0.47], [0.30, -0.10, 0.26], [0.00, -0.12, -0.04]]
}


# 7
{
  "formula": "C5H8N2",
  "method": "wB97M-V/def2-TZVPD",
  "total_energy_ha": -304.6738,
  "e_above_lowest_kj_mol": 424.49,
  "species": ["C", "C", "C", "C", "H", "N", "H", "H", "H", "H", "N", "H", "C", "H", "H"],
  "positions_angstrom": [[0.761, -0.201, 0.111], [-0.081, 1.033, 0.161], [0.445, 1.673, -1.193], [-0.492, -1.752, -0.237], [1.100, -2.229, 0.981], [1.590, -0.264, -0.971], [0.159, 1.693, 1.001], [-0.001, -2.432, -0.940], [-0.100, -1.052, 1.808], [-1.088, 0.629, 0.296], [1.483, 0.790, -1.648], [0.799, 2.745, -1.144], [0.406, -1.431, 0.929], [-1.402, -1.098, -0.431], [-0.377, 1.625, -1.822]],
  "forces_ev_per_angstrom": [[-2.49, -3.68, 0.73], [1.45, 0.52, 0.01], [-0.23, 0.76, 2.75], [0.98, 3.01, 0.24], [0.99, -0.24, 0.79], [0.57, 1.24, -0.84], [-0.03, -0.27, 0.13], [-0.84, 0.43, -0.11], [0.21, -0.71, 0.51], [-0.24, 1.11, -0.46], [1.25, -0.71, -1.06], [-0.36, -1.30, 0.15], [-1.17, 1.43, -0.80], [1.23, -1.66, 0.03], [-1.32, 0.08, -2.05]]
}


# 8
{
  "formula": "C5H8N2",
  "method": "wB97M-V/def2-TZVPD",
  "total_energy_ha": -304.8201,
  "smiles": "CCc1cnc[nH]1",
  "e_above_lowest_kj_mol": 40.37,
  "species": ["H", "C", "C", "C", "H", "H", "H", "N", "H", "H", "H", "N", "C", "C", "H"],
  "positions_angstrom": [[1.145, 1.106, -2.254], [0.901, -1.253, 0.215], [0.127, 1.109, -1.863], [-0.326, -1.630, 1.942], [-0.265, 2.042, -2.270], [-0.588, -1.998, 2.926], [-0.456, 0.319, -2.320], [-0.699, -0.391, 1.461], [1.616, -1.546, -0.535], [-1.625, 0.006, 1.379], [-1.060, 1.559, -0.094], [0.655, -2.126, 1.274], [-0.084, 1.141, -0.367], [0.095, -0.179, 0.332], [0.564, 1.841, 0.175]],
  "forces_ev_per_angstrom": [[0.14, -0.48, 0.53], [0.06, -0.68, 0.42], [-0.38, 1.06, -0.52], [0.12, 0.43, 0.82], [-0.16, 0.08, -0.10], [-0.53, -0.02, -0.27], [0.06, -0.29, -0.07], [0.37, -0.17, -0.93], [0.12, 0.37, -0.03], [-0.02, -0.15, 0.83], [-0.22, -0.34, -0.40], [0.38, -0.34, -0.60], [0.57, -0.29, 0.82], [-0.83, 0.76, -0.01], [0.33, 0.06, -0.49]]
}


Please write out number 3 again, unchanged.
{
  "formula": "C5H8N2",
  "method": "wB97M-V/def2-TZVPD",
  "total_energy_ha": -304.7889,
  "smiles": "N#C[C@H](N)C1CC1",
  "e_above_lowest_kj_mol": 122.36,
  "species": ["H", "C", "N", "C", "H", "H", "H", "H", "C", "H", "H", "C", "N", "H", "C"],
  "positions_angstrom": [[-1.876, 0.978, -1.442], [0.940, -0.364, 0.248], [0.848, 1.437, 2.177], [-1.364, 0.737, -0.518], [-1.200, 1.577, 0.153], [-1.676, -0.617, 1.195], [2.134, 0.790, -0.941], [1.034, -1.348, 0.727], [-1.655, -0.593, 0.107], [-0.180, -0.827, -1.548], [2.947, -0.300, -0.054], [0.866, 0.633, 1.344], [2.106, -0.168, -0.605], [-2.359, -1.263, -0.374], [-0.340, -0.365, -0.574]],
  "forces_ev_per_angstrom": [[0.11, 0.04, 0.09], [-0.16, -0.07, 0.02], [-0.01, -0.79, -0.81], [-0.03, 0.20, -0.13], [0.02, -0.17, -0.14], [0.10, -0.07, -0.18], [-0.06, -0.08, -0.06], [0.05, 0.15, -0.11], [-0.16, -0.13, 0.10], [-0.08, 0.00, 0.29], [0.05, -0.02, -0.08], [0.00, 0.70, 0.85], [0.10, 0.14, 0.14], [0.02, 0.11, 0.07], [0.07, -0.02, -0.05]]
}